(1)
Formula: C18H36O29RbS5
Source: the Open Molecules 2025 dataset
Level of theory: ωB97M-V/def2-TZVPD

Structure (XYZ):
```
89
Properties=species:S:1:pos:R:3:forces:R:3:mulliken_charge:R:1
Rb -1.0039 0.6118 0.3633 1.1 0.0 0.5 0.22
S -1.4857 0.1646 3.9587 6.5 1.6 1.2 0.91
O -2.3877 -0.2141 4.9951 -3.3 -1.3 1.9 -0.85
O -2.1444 0.2421 2.6481 -2.5 0.5 -2.2 -0.59
O -0.7788 1.4150 4.3307 -2.3 2.9 -0.2 -0.70
O -0.2987 -0.6602 3.8422 -0.6 -3.6 -0.8 -0.56
S 2.5580 0.8226 2.1927 -1.4 0.0 4.8 1.07
O 1.7216 1.0356 1.0058 -1.1 0.4 -2.8 -0.51
O 2.2747 -0.3491 2.9386 -0.4 -6.0 -1.0 -0.66
O 3.9621 0.8813 1.9342 3.8 1.0 -2.5 -0.74
O 2.1701 1.7340 3.2578 -0.1 5.5 0.2 -0.80
C 2.6412 -2.3721 -0.9587 0.2 1.5 -1.6 -0.65
C 2.4432 -3.5051 -0.0325 -0.2 1.5 2.0 0.04
O 3.6297 -4.2589 0.0982 3.5 -2.5 0.1 -0.34
C 4.7363 -4.1958 0.9533 -1.6 3.2 1.2 0.66
O 4.8172 -3.5730 1.9960 -0.3 -1.3 -1.6 -0.52
O 5.7708 -4.8341 0.3951 -1.4 -1.9 -1.1 -0.34
C 7.1503 -4.6851 0.6399 -0.4 1.4 0.0 -0.66
H 3.2929 -1.5931 -0.5631 0.1 -0.1 0.5 0.31
H 1.7275 -1.8240 -1.1885 -0.3 -0.2 0.5 -0.10
H 3.0323 -2.5824 -1.9541 0.2 -0.7 -0.1 0.37
H 1.6169 -4.1709 -0.2816 0.3 -0.2 -0.1 0.13
H 2.2417 -3.0094 0.9171 -0.4 -0.3 0.4 0.34
H 7.3245 -3.6101 0.5928 0.5 0.0 -0.3 0.33
H 7.5748 -5.2407 -0.1963 0.4 0.2 0.2 0.20
H 7.5924 -4.9854 1.5899 -0.7 -0.5 0.2 0.27
C -3.8984 -4.0607 2.5140 -0.8 -0.8 2.0 -1.36
C -2.9893 -2.9278 2.3189 1.4 0.2 -0.4 -0.08
O -2.8972 -2.7467 0.9104 0.3 1.7 -3.3 0.10
C -2.0906 -3.4731 0.1488 -0.3 -0.4 0.9 0.49
O -1.6071 -4.5156 0.5441 0.3 0.7 -1.5 -0.62
O -1.9707 -2.8726 -1.1148 -0.6 -0.5 1.2 -0.04
C -1.1720 -3.5031 -2.1133 1.0 -1.0 1.1 -0.74
H -4.9160 -3.8238 2.2034 0.0 -0.1 -0.5 0.26
H -3.9975 -4.1577 3.5952 0.0 -0.3 0.3 0.40
H -3.5384 -5.0251 2.1557 -0.1 0.2 -0.3 0.37
H -1.9531 -3.0402 2.6379 -0.2 -0.2 0.6 0.44
H -3.3336 -1.9791 2.7305 0.0 0.0 -0.1 0.05
H -0.4030 -2.8145 -2.4636 -0.3 0.2 -0.1 0.01
H -1.7173 -3.9820 -2.9265 -0.6 0.5 0.0 0.34
H -0.6546 -4.3360 -1.6374 0.2 0.0 0.1 0.38
C -5.7870 -0.2691 1.9797 1.6 0.4 -0.7 -1.21
C -4.8158 0.2565 0.8513 -0.9 1.1 1.2 0.36
O -5.1727 -0.2523 -0.4499 -0.1 0.0 0.6 -0.42
C -4.2848 -0.3814 -1.4317 4.0 2.3 3.1 0.59
O -3.0908 0.0378 -1.4297 -3.9 -1.4 -0.7 -0.24
O -4.9260 -1.0311 -2.3233 -1.5 -1.2 -3.5 -0.39
C -4.2554 -1.6947 -3.3882 1.5 -0.8 0.5 -0.09
H -5.5900 -1.3208 2.1877 -0.7 -0.1 -0.1 0.13
H -6.8041 0.0804 1.8025 -0.2 -0.8 -0.5 0.39
H -5.5586 0.2606 2.9046 0.7 0.0 0.0 0.37
H -3.7454 0.1965 1.0484 -0.2 -0.6 0.3 -0.02
H -5.0741 1.3151 0.8785 0.4 0.3 -0.6 0.31
H -3.6966 -1.1162 -4.1239 -0.3 0.8 0.3 0.26
H -4.9134 -2.3666 -3.9392 -0.5 0.3 0.5 0.25
H -3.5036 -2.2906 -2.8708 0.1 -0.3 -0.3 -0.20
C -0.3928 1.9032 -4.2497 -0.4 -0.3 0.8 -0.19
C 1.0260 2.3182 -3.9444 -0.8 1.5 1.1 0.30
O 1.7274 1.1414 -3.8580 2.3 -2.9 0.1 -0.36
S 0.8217 -0.2393 -3.6947 0.2 3.1 3.3 0.88
O 0.3413 -0.2873 -2.2780 1.2 -0.5 -4.2 0.08
O 1.5303 -1.3507 -4.3045 -1.8 2.0 0.5 -0.59
O -0.3141 0.5132 -4.5624 -0.7 -2.4 -1.1 -0.43
H -0.8404 2.4192 -5.0991 -0.2 -0.2 0.2 0.34
H -0.9317 1.9597 -3.3039 -0.6 0.4 -0.4 0.10
H 1.0242 2.8036 -2.9684 0.1 0.1 0.0 -0.23
H 1.4295 3.0571 -4.6367 0.4 -0.6 -0.4 0.31
C -1.4502 3.8440 2.5561 0.7 -1.5 0.9 0.16
C 0.1029 3.7828 2.3582 -2.2 -1.4 0.3 0.25
O 0.3466 4.8890 1.5130 -0.5 2.6 -3.1 -0.42
S -0.8356 5.0619 0.2909 2.6 -5.1 2.0 1.00
O -0.4090 4.3000 -0.9691 -1.8 2.5 4.0 -0.37
O -1.2080 6.4330 0.1971 -0.1 -0.1 -0.3 -0.63
O -1.8913 4.1276 1.2451 -0.3 2.1 -4.1 -0.31
H -1.9928 4.4237 3.3028 0.8 1.1 0.0 0.09
H -1.9201 2.8823 2.7617 0.9 -0.7 0.0 -0.18
H 0.2789 2.8914 1.7561 0.5 -0.4 0.6 -0.19
H 0.7609 3.7789 3.2271 -0.1 0.0 -0.2 0.54
C 3.0970 3.6707 -0.5485 -0.4 0.2 2.0 0.11
C 3.6170 4.9548 0.1077 -2.8 -1.4 1.8 -0.27
O 4.6719 5.3597 -0.6390 2.9 0.5 -3.4 -0.37
S 4.4396 4.9642 -2.2245 -1.0 -2.4 0.2 1.00
O 5.5021 4.1592 -2.8179 -1.0 1.9 1.2 -0.58
O 3.9628 6.1358 -2.9065 0.4 -0.6 0.2 -0.58
O 3.1781 3.8813 -1.9713 1.5 2.0 -0.1 -0.12
H 2.0938 3.5132 -0.1526 -0.3 -0.2 -0.8 -0.13
H 3.6673 2.8102 -0.1983 0.2 -0.2 -0.4 0.22
H 3.8695 4.7396 1.1459 0.6 -0.2 -0.1 0.35
H 2.8753 5.7491 0.1919 -0.3 0.1 -0.5 0.28
```
Positions in Å, forces in eV/Å.

Results
Spin multiplicity: 1
Kohn-Sham gap, eV: 1.46
Charge: -3

(2)
Formula: C5H9N2OS
Source: the Open Molecules 2025 dataset
Level of theory: ωB97M-V/def2-TZVPD

Structure (XYZ):
```
18
Properties=species:S:1:pos:R:3:forces:R:3:nbo_charge:R:1
C 1.5162 -1.7700 2.1793 0.9 -1.8 2.5 -0.26
C 1.5582 -1.5463 3.5515 0.5 -1.9 0.3 -0.39
C 0.5608 0.2487 2.4178 -0.6 1.0 2.1 -0.35
C 0.9331 -0.6870 1.5475 0.9 0.0 -1.8 -0.22
C 0.8400 -0.3868 0.1070 -2.3 0.7 -1.5 0.73
N -2.3698 1.4301 -0.3696 1.2 -1.2 1.1 -0.92
N 1.8192 -0.5612 -0.7917 0.3 -0.5 2.2 -0.74
O -0.2463 0.1099 -0.2970 1.0 -0.3 -0.2 -0.74
S 0.8497 -0.0926 4.0811 0.3 -0.4 -1.7 0.53
H 1.7868 -2.7734 1.8149 0.0 0.9 -0.2 0.25
H 1.9270 -2.2769 4.2985 -0.3 0.6 -0.7 0.26
H 0.1720 1.1797 2.2044 -0.8 1.8 -0.6 0.22
H -2.6223 1.8907 0.5202 0.2 0.5 -1.2 0.45
H -3.0259 0.7085 -0.5483 -1.3 -0.5 -0.5 0.43
H -2.0887 1.8872 -1.2266 -0.6 1.1 0.2 0.45
H 2.5945 -1.0555 -0.4534 1.4 -0.5 0.7 0.40
H 1.7563 -0.6812 -1.7640 -1.1 0.4 -1.3 0.42
H -1.4801 0.8039 -0.2045 0.1 0.4 0.5 0.48
```
Positions in Å, forces in eV/Å.

Results
Spin multiplicity: 1
Kohn-Sham gap, eV: 9.17
Energy above the lowest of the compared OMol25 structures with the same formula, charge and spin, kJ/mol: 0.0
Charge: +1

(3)
Formula: C4H12NO2S
Source: the Open Molecules 2025 dataset
Level of theory: ωB97M-V/def2-TZVPD

Structure (XYZ):
```
20
Properties=species:S:1:pos:R:3:forces:R:3:nbo_charge:R:1
C 1.6346 -0.2910 -1.6722 0.5 0.3 -2.1 -0.73
C -3.0123 0.4391 1.7034 1.3 -0.4 -2.1 -0.69
C 1.6352 0.1693 -0.2843 -0.9 -0.8 1.2 -0.04
C -0.8553 1.4568 -0.0383 1.3 -0.4 0.1 0.38
N 1.1140 -0.8065 0.6840 -0.2 -0.7 1.7 -0.77
O -0.4607 2.7637 -0.2309 -1.9 -0.2 2.0 -0.66
O -1.2630 0.6328 -1.0418 -0.1 1.6 -0.6 -0.69
S -1.1901 0.8501 1.5533 -0.8 0.2 0.5 0.21
H 1.4961 0.6047 -2.2896 0.3 0.0 -0.2 0.25
H 2.5807 -0.7693 -2.0918 -0.9 0.5 0.9 0.26
H 0.7963 -0.9267 -2.0258 0.3 0.1 0.9 0.24
H -3.4663 0.9107 2.4992 -0.5 1.4 1.7 0.24
H -3.1813 -0.6010 1.8096 0.3 -1.1 0.1 0.24
H -3.4748 0.7240 0.7765 -0.2 0.3 -0.4 0.24
H 2.3662 0.7833 0.2333 0.0 0.2 -0.8 0.21
H 1.1653 -1.8105 0.4091 0.0 0.9 -0.1 0.43
H 0.0376 -0.5813 0.9861 1.8 -0.4 -0.2 0.41
H 1.7207 -0.7309 1.5448 -1.2 -0.2 -0.8 0.44
H -0.7661 3.2632 0.6274 0.9 -1.1 -2.4 0.52
H -1.2121 1.0760 -1.9207 0.0 -0.2 0.7 0.51
```
Positions in Å, forces in eV/Å.

Results
Spin multiplicity: 1
Kohn-Sham gap (spin up / spin down), eV: 6.93 / 9.01
Energy above the lowest of the compared OMol25 structures with the same formula, charge and spin, kJ/mol: 441.8
Charge: +1

(4)
Formula: C31H75AsBr3CuF6N2O18P4
Source: the Open Molecules 2025 dataset
Level of theory: ωB97M-V/def2-TZVPD

Structure (XYZ):
```
141
Properties=species:S:1:pos:R:3:forces:R:3:mulliken_charge:R:1
Cu 2.3432 1.4317 0.0856 0.1 0.4 -0.2 0.65
As -0.0530 -0.3949 0.6531 -1.0 -0.1 0.7 2.45
F -0.1718 -1.4174 2.0165 0.3 0.0 -0.1 -0.43
F 1.7049 -0.1747 1.0281 -0.1 -0.2 0.5 -0.44
F 0.2837 0.7878 -0.5925 0.1 0.3 -1.0 -0.68
F -1.7159 -0.6195 0.2946 0.0 0.1 -0.4 -0.44
F -0.4913 1.0039 1.5756 0.4 -0.1 0.5 -0.45
F 0.3497 -1.6541 -0.4283 0.3 -0.1 0.0 -0.52
C 0.9880 -0.9991 5.6355 -0.1 0.3 -0.1 0.08
O 0.5037 -0.3820 6.5654 0.1 -0.1 0.0 -0.65
N 0.8599 -2.3325 5.4396 0.3 0.7 0.7 0.26
C 1.2517 -2.9471 4.2118 -1.0 -0.9 -1.1 -0.57
C 0.0631 -3.0846 6.3840 -0.7 -0.4 -0.4 -1.05
H 1.5746 -0.4879 4.8548 0.1 -0.2 -0.1 0.45
H 1.8399 -3.8600 4.3388 0.3 0.3 0.3 0.40
H 1.7149 -2.2828 3.4985 0.4 0.4 0.6 -0.33
H 0.3884 -3.2748 3.6089 -0.3 0.0 0.5 0.41
H -0.9656 -3.1516 6.0082 0.1 -0.4 -0.1 0.32
H 0.5008 -4.0766 6.4948 -0.2 -0.1 0.0 0.32
H -0.0603 -2.6211 7.3573 0.6 0.3 -0.1 0.34
C -6.4898 0.4750 0.0887 0.2 0.7 0.3 0.21
O -7.5732 0.7384 0.5666 -0.1 -0.3 -0.3 -0.63
N -5.4756 1.3738 -0.0105 0.8 0.0 -0.3 0.22
C -4.1429 0.9620 -0.4056 -0.6 -0.6 -0.9 -0.66
C -5.6594 2.7902 0.2256 -1.4 -0.6 0.2 -0.98
H -6.1920 -0.5008 -0.3288 -0.2 -0.2 0.2 0.36
H -3.3964 1.2582 0.3278 0.1 0.0 -0.1 0.24
H -3.8939 1.3035 -1.4204 0.1 0.5 0.3 0.19
H -4.1464 -0.1210 -0.5524 0.2 0.0 0.5 0.02
H -5.8575 3.3261 -0.7073 0.7 0.1 -0.1 0.29
H -6.6161 2.8944 0.7428 0.3 0.0 0.4 0.35
H -4.8389 3.1601 0.8339 0.0 0.3 -0.2 0.30
C -4.3564 -2.4074 1.7933 0.1 0.2 -0.3 0.79
Br -6.0239 -3.2545 1.2629 0.4 0.3 0.4 -0.04
Br -2.9781 -3.6718 2.2338 -0.2 -0.1 0.4 -0.06
Br -4.5602 -1.0474 3.1392 -0.1 -0.2 0.0 -0.06
H -3.9736 -1.8939 0.9220 -0.1 0.0 -0.1 -0.68
C 1.4074 3.6321 -8.6013 -0.2 0.3 -0.2 -1.21
C 2.3022 3.4732 -7.3916 0.1 0.2 -1.2 0.04
O 1.7760 2.4436 -6.5395 -0.1 0.8 0.5 -0.31
P 1.5705 2.7047 -4.9971 0.6 -0.8 0.2 0.80
O 2.5507 2.0626 -4.1148 0.1 0.2 0.3 -0.74
O 1.5175 4.2888 -4.8489 -0.4 -0.2 0.0 -0.18
C 1.7095 4.8869 -3.5552 0.3 0.7 0.1 0.28
C 2.2102 6.3102 -3.7843 -0.3 -0.9 0.5 -1.45
O 0.1112 2.1419 -4.7652 0.1 0.5 -0.4 -0.45
C -0.4395 2.2384 -3.4559 -1.6 -0.1 0.6 0.31
C -1.7388 3.0559 -3.4745 0.0 0.2 -1.3 -0.99
H 0.4097 4.0186 -8.3870 0.1 0.0 0.3 0.32
H 1.8755 4.3715 -9.2561 0.0 -0.2 -0.2 0.37
H 1.2738 2.6922 -9.1344 0.2 0.0 0.0 0.31
H 3.2919 3.1957 -7.7611 0.0 -0.5 0.3 0.29
H 2.4505 4.4302 -6.8983 -0.3 -0.1 0.4 0.19
H 0.7665 4.9299 -3.0031 -0.1 -0.2 -0.1 -0.06
H 2.4399 4.3027 -2.9949 -0.1 -0.1 0.0 0.38
H 3.1837 6.2246 -4.2609 0.0 0.5 -0.2 0.36
H 1.4544 6.8353 -4.3635 0.3 0.2 -0.3 0.34
H 2.3072 6.7965 -2.8134 0.1 0.1 0.0 0.40
H -0.6838 1.2246 -3.1468 0.4 0.0 0.2 0.55
H 0.1964 2.7330 -2.7220 0.6 -0.5 -0.2 -0.09
H -2.5737 2.6429 -2.9081 0.4 0.1 0.5 -0.10
H -1.5244 4.1001 -3.2446 -0.3 0.0 0.3 0.26
H -2.1294 3.0692 -4.4969 0.1 -0.1 0.0 0.48
C -0.9941 3.7964 3.6811 0.8 -1.1 0.4 -0.87
C -0.3063 5.1215 3.5460 -0.5 1.3 1.3 -0.29
O 1.0289 4.9714 3.0566 -0.1 -0.4 -0.5 -0.37
P 1.6088 5.7403 1.8041 0.6 0.5 0.2 1.10
O 2.9224 5.2427 1.4035 0.1 -0.5 0.0 -0.77
O 0.5102 5.7228 0.6711 -0.3 0.3 0.4 -0.42
C 0.0026 4.4638 0.2587 0.4 -1.2 -1.0 0.73
C -1.4910 4.5385 0.0611 -1.3 -0.2 -0.2 -1.05
O 1.5763 7.2650 2.2003 -0.6 0.2 -0.2 -0.28
C 2.4657 7.7527 3.2189 -0.4 0.4 0.4 -0.17
C 2.0200 9.1397 3.6593 -0.3 -0.1 -0.8 -1.24
H -0.8767 3.2194 2.7611 -0.8 0.3 -0.2 -0.09
H -0.5011 3.1064 4.3772 0.3 0.5 0.2 0.37
H -1.9974 3.8759 4.0934 -0.2 0.1 -0.6 0.35
H -0.9320 5.8646 3.0353 0.4 -0.4 -1.0 0.32
H -0.2048 5.6785 4.4868 0.1 -0.7 0.3 0.50
H 0.5102 4.1671 -0.6699 -0.1 0.5 -0.2 -0.06
H 0.3215 3.6387 0.9019 -0.3 0.2 0.6 0.05
H -1.8671 4.1671 -0.8953 0.6 0.1 -0.3 0.02
H -2.1089 3.9397 0.7365 0.5 0.2 0.5 0.10
H -1.8314 5.5707 0.1368 0.1 0.0 0.1 0.47
H 2.3521 7.1386 4.1151 0.5 -0.5 -0.3 0.28
H 3.4660 7.7455 2.7937 0.1 -0.1 0.3 0.33
H 2.8426 9.6523 4.1520 -0.1 0.0 0.2 0.36
H 1.7004 9.7160 2.7887 0.2 0.1 0.0 0.31
H 1.1447 9.0665 4.3028 0.1 0.0 0.2 0.31
C 4.9814 -2.2605 6.9409 -1.4 0.1 0.6 -1.38
C 5.0111 -2.8291 5.5485 1.6 -0.3 0.5 0.24
O 5.4013 -1.7581 4.6589 -1.1 0.4 -0.2 -0.31
P 5.2941 -1.9089 3.0993 -0.3 0.4 -0.6 0.66
O 5.5122 -0.6928 2.3104 0.4 0.0 0.2 -0.77
O 6.2993 -3.1088 2.7983 -0.3 0.4 -0.6 -0.24
C 7.6108 -2.8061 2.2515 0.8 -1.0 1.1 -0.28
C 7.8699 -3.6479 1.0263 -1.4 -0.1 -0.6 -1.14
O 3.8236 -2.4676 2.8767 0.3 -0.7 0.4 0.17
C 3.2919 -2.7853 1.5951 0.4 -0.7 -1.7 0.17
C 4.0060 -3.9568 0.9051 0.4 0.5 1.4 -0.92
H 4.6599 -3.0044 7.6760 0.4 -0.3 -0.2 0.40
H 5.9018 -1.7967 7.2811 0.1 0.0 -0.2 0.33
H 4.1510 -1.5514 7.0229 0.3 0.4 -0.2 0.29
H 5.8344 -3.5447 5.4575 -0.2 -0.3 0.1 0.25
H 4.0871 -3.3424 5.2885 -0.2 0.4 -0.3 0.11
H 7.7755 -1.7369 2.1536 -0.3 0.0 -0.3 0.42
H 8.2750 -3.1726 3.0404 0.2 0.3 0.0 0.24
H 7.7631 -4.7132 1.2380 0.5 0.0 0.3 0.30
H 7.0408 -3.5045 0.3261 0.3 0.4 -0.3 0.25
H 8.8044 -3.4276 0.5193 0.1 0.0 0.2 0.37
H 2.2509 -3.0902 1.6772 -0.1 0.5 0.5 0.21
H 3.3730 -1.9500 0.9005 -0.2 0.4 0.4 0.03
H 5.0647 -3.7242 0.8796 0.1 -0.1 -0.5 -0.24
H 3.9363 -4.8131 1.5793 -0.2 -0.3 -0.5 0.32
H 3.6091 -4.1034 -0.0945 -0.1 -0.3 0.1 0.47
C -6.1705 -5.4062 -1.3341 -0.5 1.2 -1.1 -1.04
C -6.3922 -6.1604 -2.6449 0.4 -1.3 0.7 -0.47
O -5.1806 -6.4857 -3.3862 0.3 0.3 0.3 -0.32
P -4.2421 -5.2744 -3.8029 -0.3 -0.4 -0.1 1.02
O -4.9195 -3.9828 -3.7970 0.1 0.5 -0.3 -0.79
O -3.0166 -5.4204 -2.8330 0.5 -0.5 0.2 -0.30
C -2.1155 -4.3224 -2.4986 -1.6 0.1 -0.5 -0.60
C -2.2983 -4.1417 -1.0170 1.4 -1.0 0.3 -0.33
O -3.6945 -5.7224 -5.2144 -0.2 0.1 0.1 -0.34
C -3.0472 -6.9861 -5.3803 0.7 -0.2 -1.5 -0.05
C -3.4884 -7.5693 -6.7104 -0.5 -1.3 0.4 -1.29
H -5.3507 -5.7340 -0.7024 0.1 -0.2 -0.2 0.35
H -6.0523 -4.3769 -1.6813 0.6 0.1 0.6 0.39
H -7.0827 -5.3648 -0.7357 -0.1 -0.4 -0.1 0.42
H -6.7662 -7.1522 -2.3908 -0.4 0.1 -0.4 0.33
H -7.0225 -5.6203 -3.3443 -0.3 0.0 0.3 0.30
H -1.1286 -4.5947 -2.8621 0.1 0.0 0.3 0.29
H -2.4905 -3.4728 -3.0748 0.3 0.2 0.2 0.39
H -3.3323 -3.9568 -0.7423 0.0 0.5 -0.1 -0.08
H -2.0513 -5.1060 -0.5552 -0.2 0.0 0.0 0.39
H -1.5359 -3.4903 -0.5883 -0.5 0.6 0.0 0.15
H -1.9740 -6.8037 -5.4672 0.0 0.1 0.5 0.25
H -3.2546 -7.7164 -4.6014 -0.1 0.3 0.3 0.31
H -3.3263 -6.9351 -7.5757 -0.3 0.3 0.1 0.30
H -2.9939 -8.5256 -6.9195 0.5 0.3 0.2 0.39
H -4.5124 -7.9366 -6.5960 -0.3 0.7 -0.4 0.32
```
Positions in Å, forces in eV/Å.

Results
Spin multiplicity: 1
Kohn-Sham gap, eV: 7.44

(5)
Formula: C4H6I3NO3
Source: the Open Molecules 2025 dataset
Level of theory: ωB97M-V/def2-TZVPD

Structure (XYZ):
```
17
Properties=species:S:1:pos:R:3:forces:R:3:nbo_charge:R:1
C -0.4156 -1.6034 -2.0028 1.4 0.5 -0.8 1.04
C 0.4479 0.7178 0.1068 -0.3 -0.3 1.4 -0.15
C 1.8951 0.6329 -0.2247 1.6 -0.1 0.8 -0.42
C -0.0892 -0.6907 0.2083 -0.8 -0.3 -0.4 0.10
N -0.7931 -0.9354 1.2756 0.6 -3.4 -1.1 -0.72
O -1.4590 -2.0738 -1.9205 -1.9 -0.8 0.7 -0.55
O 0.5887 -1.2019 -2.4310 0.7 0.3 -0.2 -0.57
O 0.2472 1.4754 1.2831 -2.3 0.5 -1.0 -0.72
I 2.8871 -1.0359 0.8496 -0.3 0.7 -0.5 0.12
I 3.0234 2.4455 0.0513 -0.2 -0.1 0.1 0.15
I -3.7902 1.3324 0.1959 0.0 1.0 0.8 -0.10
H -0.0526 1.1923 -0.7337 -0.3 0.3 0.0 0.23
H 2.0645 0.5117 -1.2507 0.1 -0.9 -1.3 0.22
H -3.7160 0.1129 -0.7571 0.1 -1.1 -0.8 0.10
H -1.0404 -1.9625 1.4823 0.2 2.4 -0.6 0.41
H -0.7933 -0.3303 2.0418 -0.3 1.4 1.5 0.38
H 0.9954 1.4129 1.8259 1.8 -0.1 1.3 0.47
```
Positions in Å, forces in eV/Å.

Results
Spin multiplicity: 1
Kohn-Sham gap, eV: 8.31
Energy above the lowest of the compared OMol25 structures with the same formula, charge and spin, kJ/mol: 38.5